The following is a quantum chemistry calculation of 2 unconnected molecules or ions with the total composition C14H16O2 at a distorted geometry, from OMol25.

Its frontier orbital gap is 0.3268 hartree. The energy above the lowest of the compared OMol25 structures with the same formula, charge and spin comes out at 268.6 kJ/mol. Its SMILES is Cc1ccc(O)cc1.Cc1ccc(O)cc1. The HOMO energy is -8.11 eV.

Geometry as XYZ:
```
32
Properties=species:S:1:pos:R:3:forces:R:3
O 0.014913 -3.047210 3.905598 -0.5 0.0 -1.0
O -1.431073 2.289402 -1.922111 -0.9 -0.5 0.7
C 2.975623 -1.084534 -2.719794 1.2 -2.4 0.4
C -1.288256 0.520266 2.137107 -0.4 -3.4 0.1
C -1.832345 1.780586 1.705545 0.0 3.4 -2.2
C 0.363335 -0.769471 -2.411915 3.0 -2.8 1.0
C 1.663380 -0.234202 -2.490643 2.0 -2.0 -1.5
C 0.819637 1.997739 -2.498095 1.6 -1.6 0.2
C -0.415460 1.441585 -2.317870 -1.2 1.1 0.4
C 1.890680 1.098334 -2.588333 -0.5 0.8 -0.9
C -0.684621 0.066650 -2.305899 -1.0 0.2 0.3
C 0.216834 -0.821729 3.566139 -0.5 0.1 0.1
C -0.408135 -1.982419 3.151114 -0.4 1.3 -0.7
C -1.382783 -1.868626 2.093383 -1.0 -3.8 0.7
C -1.811716 -0.662389 1.597345 1.3 0.9 1.1
C -0.332304 0.359491 3.151259 0.0 2.7 -1.6
H -2.158631 2.033359 0.612007 0.2 -1.5 1.8
H 2.812455 -2.262959 -2.915031 -0.1 2.8 -0.3
H -2.029858 -2.796753 1.715558 1.9 1.7 1.0
H 0.388567 -1.915900 -2.242460 -0.8 2.0 -0.6
H 3.545474 -1.265295 -1.715196 -0.7 1.1 -1.6
H -1.062223 2.525422 1.763250 0.9 0.6 0.2
H -2.530090 2.231344 2.382672 -1.0 -0.2 0.4
H 1.051973 -0.900012 4.256219 -0.3 0.2 0.0
H 2.881662 1.378375 -2.931857 0.0 0.5 0.6
H 3.764373 -0.652551 -3.559474 -2.3 -1.1 2.3
H -0.248901 -3.815948 3.424165 -0.2 -1.3 -0.2
H -1.669071 -0.382856 -2.131365 0.2 0.8 -0.1
H 0.026948 1.353460 3.403158 0.6 -0.3 0.8
H 1.108203 3.015584 -2.407674 -0.7 1.0 -0.1
H -2.542884 -0.586185 0.835404 -0.6 -0.2 -0.6
H -1.695699 2.957447 -2.542218 0.2 0.3 -0.7
```
Positions in Å, forces in eV/Å.

The following is a quantum chemistry calculation of a molecular structure, C14H17Cl2CoN at a distorted geometry, from OMol25.

Its frontier orbital gap (alpha / beta) is 0.1386 / 0.2762 hartree. Its multiplicity is 5. As for the charge: -1. The energy above the lowest of the compared OMol25 structures with the same formula, charge and spin comes out at 79.2 kJ/mol. The HOMO energy (alpha / beta) is -0.84 / -4.99 eV.

Geometry as XYZ:
```
35
Properties=species:S:1:pos:R:3:forces:R:3
Co 0.888627 -0.010645 -0.648226 -1.3 -0.9 5.1
Cl 0.416039 -2.144276 -0.693682 -0.1 -1.4 -0.6
Cl 2.575727 0.251272 0.773414 0.7 0.3 0.5
N -0.253708 0.161829 0.899535 -0.8 0.7 1.3
C -0.567199 -0.264359 -4.532863 0.1 0.1 -0.1
C 0.942905 0.418067 -2.637281 3.7 -0.5 -4.6
C -0.127950 -0.112015 6.278364 0.0 0.0 1.1
C -1.794170 -0.135129 -3.632788 -0.1 -0.3 0.3
C 1.043696 -0.224927 5.521902 0.2 0.0 -1.5
C -0.322037 0.057917 2.070068 0.3 -0.2 0.8
C 0.678243 -0.649886 -3.748982 -0.3 0.2 1.0
C -0.153171 0.937236 -1.926907 -2.9 1.8 0.8
C -1.440112 0.049256 4.246451 -1.2 0.1 1.7
C 0.976218 -0.199322 4.128076 1.5 -0.1 1.3
C -1.584370 0.712748 -2.355223 -0.3 -0.1 0.1
C -0.265116 -0.042682 3.480561 -0.4 0.1 -2.5
C 2.241729 0.049628 -1.745091 1.0 0.4 -3.4
C -1.367657 0.023787 5.640986 -0.3 0.0 -1.3
H 2.015333 -0.330744 6.010208 -0.3 0.0 -0.1
H 2.925341 0.898861 -1.761046 0.0 -0.4 0.3
H -0.385621 0.688212 -5.046264 0.0 0.0 0.0
H -2.398569 0.145386 3.731774 0.2 0.0 0.3
H 0.005130 1.919139 -1.443413 0.0 -0.3 -0.3
H 1.561435 -0.715395 -4.395745 -0.2 0.1 0.2
H -0.074754 -0.131887 7.368723 0.0 0.0 -0.3
H 2.679324 -0.916607 -1.998555 0.0 0.2 0.2
H -0.763240 -1.014133 -5.305962 0.0 0.1 0.0
H -2.060860 1.693445 -2.502358 0.2 -0.1 0.1
H 1.359824 1.288600 -3.195856 0.2 -0.1 0.0
H -2.115564 -1.136759 -3.318840 0.2 0.1 -0.1
H -2.285138 0.112506 6.225744 0.2 0.0 -0.1
H -2.622050 0.286905 -4.215751 0.1 -0.1 0.1
H -2.138909 0.237362 -1.532157 0.1 0.2 -0.1
H 0.532640 -1.618071 -3.255656 0.0 0.1 -0.2
H 1.877973 -0.285316 3.516845 -0.3 0.0 0.3
```
Positions in Å, forces in eV/Å.

The following is a quantum chemistry calculation of C14H17Cl2N3OS in the gas phase at a distorted geometry, from OMol25.

Its frontier orbital gap is 0.3032 hartree. The energy above the lowest of the compared OMol25 structures with the same formula, charge and spin comes out at 229.5 kJ/mol. Its SMILES is O[C@](Cc1ccccc1Cl)(CN1NCNC1=S)C1(Cl)CC1. The HOMO energy is -7.83 eV.

Geometry as XYZ:
```
38
Properties=species:S:1:pos:R:3:forces:R:3
Cl -3.327123 0.114953 -1.758908 2.7 -0.3 -0.4
Cl 3.382526 -0.096737 -0.758207 0.1 0.0 0.1
S 0.529644 1.348339 3.017859 -0.6 1.1 -1.2
O -1.423561 -1.024285 0.251903 0.3 1.8 0.0
N -0.773058 1.845129 0.602862 1.9 1.0 5.1
N -1.390768 3.158735 2.368258 0.0 1.6 -0.6
N -1.964841 2.453666 0.326043 -3.3 -0.5 -3.1
C 3.435688 -1.792638 1.382528 1.5 1.9 0.8
C 2.891496 -2.631595 2.372208 1.2 -1.4 -0.3
C 0.577234 -1.404351 -1.037404 -1.1 1.9 -0.1
C -2.241469 3.539319 1.175757 0.7 0.6 3.1
C 2.712999 -1.219537 0.364954 -2.9 -2.6 0.4
C -0.597554 -0.418662 -0.769611 -0.4 0.8 2.2
C 1.352961 -1.758420 0.214805 1.6 0.5 -0.6
C -0.506217 2.203906 1.963161 1.0 -2.7 -0.7
C 0.069286 0.972320 -0.146298 -0.1 -1.0 -1.5
C -0.788366 0.517207 -3.255392 -2.6 0.0 -0.4
C -1.442231 -0.224731 -2.029906 0.8 0.9 -1.0
C -1.146485 -0.957773 -3.332512 -3.7 1.2 0.7
C 0.859976 -2.735511 1.101820 1.8 0.4 -0.1
C 1.674313 -3.269622 2.156509 -1.3 1.3 -0.7
H -1.909671 4.485598 0.823544 0.6 1.1 -0.7
H 1.113827 -0.777421 -1.798586 0.4 -1.4 0.6
H -2.046167 2.780107 -0.619706 0.3 -0.3 -0.7
H 1.253958 -4.092283 2.761430 0.5 0.7 -0.1
H 0.604652 1.585458 -0.930398 -0.6 -0.9 0.4
H -1.763287 -0.250355 0.770473 0.1 -1.1 -0.4
H -2.136968 -1.363501 -3.660003 1.0 1.0 -0.6
H -1.487103 1.226872 -3.804139 1.2 -0.9 0.8
H 0.087643 -2.266475 -1.484164 0.4 -0.2 0.0
H 4.478030 -1.398749 1.476483 -0.9 -0.6 0.2
H 3.601814 -2.933476 3.180203 -0.9 0.2 -0.7
H -0.426762 -1.663718 -3.513985 2.0 -1.5 0.3
H -0.925203 3.950936 2.876171 -0.9 -1.4 -0.4
H -3.294498 3.733202 1.491560 0.5 -1.0 -0.4
H 0.827579 0.657696 0.600362 -0.5 0.1 -0.4
H -0.144552 -3.061535 0.906722 -0.2 -0.4 0.1
H 0.282255 0.767933 -3.286396 -0.6 -0.1 0.4
```
Positions in Å, forces in eV/Å.

The following is a quantum chemistry calculation of a molecular structure, C14H17ClIN2O2Rh, from OMol25.

Its frontier orbital gap (alpha / beta) is 0.2641 / 0.2642 hartree. The energy above the lowest of the compared OMol25 structures with the same formula, charge and spin comes out at 80.4 kJ/mol. The HOMO energy (alpha / beta) is -7.04 / -7.03 eV.

Geometry as XYZ:
```
38
Properties=species:S:1:pos:R:3:forces:R:3
I -0.788460 -1.692074 -4.176307 0.0 0.0 0.0
Rh -1.754971 -0.051727 0.811850 0.2 0.2 -0.4
Cl 3.439112 1.551292 -2.668138 0.0 0.0 0.0
O -3.773449 0.290851 1.530521 0.1 0.0 0.0
O -1.721387 -1.348997 -1.118705 0.1 0.1 0.0
N -0.378858 1.741140 0.738829 -0.1 -0.1 0.1
N 0.042555 -0.329258 -0.100338 0.0 0.0 0.0
C -0.586621 -0.853922 -1.349588 -0.2 -0.2 0.1
C -0.163973 3.034264 0.917210 -0.1 0.0 0.0
C 1.214973 -0.684239 2.034524 0.0 0.0 0.0
C 0.365089 1.072472 -0.156116 0.0 0.0 0.1
C 1.010308 -1.248981 0.630476 0.0 0.0 0.1
C 0.821148 3.707165 0.202246 0.0 0.1 0.0
C 1.887664 0.955283 -2.113715 0.0 -0.1 -0.1
C 1.288289 1.671842 -1.006336 0.0 0.1 0.1
C 1.535118 3.031608 -0.761714 0.0 0.0 0.0
C 1.339358 -0.078009 -2.786010 0.0 0.0 0.0
C -4.754487 -0.537221 0.882356 0.0 0.0 0.0
C 0.111081 -0.760733 -2.530951 -0.2 0.0 0.0
C 0.352798 -2.623854 0.710303 0.0 0.0 0.0
C 2.369174 -1.382449 -0.051837 0.0 0.0 0.0
H -4.537026 -1.593646 1.043018 0.0 0.0 0.0
H -0.788919 3.538184 1.642857 0.0 0.0 0.0
H 0.263600 -0.606241 2.563154 0.0 0.0 0.0
H 1.010205 -3.296140 1.262949 0.0 0.0 0.0
H 2.976574 -2.062943 0.547943 0.0 0.0 0.0
H -0.607680 -2.565501 1.224053 0.0 0.0 0.0
H -4.683493 -0.317238 -0.178703 0.0 0.0 0.0
H 0.999783 4.757019 0.388386 0.0 0.0 0.0
H 1.678626 0.303751 2.004228 0.0 0.0 0.0
H 2.279764 3.543542 -1.355320 0.0 0.0 0.0
H 1.887750 -0.411369 -3.660217 0.0 0.0 0.0
H 0.186531 -3.043195 -0.282353 0.0 0.0 0.0
H 1.876281 -1.349607 2.590807 0.0 0.0 0.0
H 2.280205 -1.801145 -1.052243 0.0 0.0 0.0
H 2.895691 -0.430149 -0.109013 0.0 0.0 0.0
H -3.821279 0.162588 2.482970 0.0 0.0 0.0
H -5.751073 -0.292362 1.248921 0.0 0.0 0.0
```
Positions in Å, forces in eV/Å.

Please write out number 3 again, unchanged.
The following is a quantum chemistry calculation of C14H17Cl2N3OS in the gas phase at a distorted geometry, from OMol25.

Its frontier orbital gap is 0.3032 hartree. The energy above the lowest of the compared OMol25 structures with the same formula, charge and spin comes out at 229.5 kJ/mol. Its SMILES is O[C@](Cc1ccccc1Cl)(CN1NCNC1=S)C1(Cl)CC1. The HOMO energy is -7.83 eV.

Geometry as XYZ:
```
38
Properties=species:S:1:pos:R:3:forces:R:3
Cl -3.327123 0.114953 -1.758908 2.7 -0.3 -0.4
Cl 3.382526 -0.096737 -0.758207 0.1 0.0 0.1
S 0.529644 1.348339 3.017859 -0.6 1.1 -1.2
O -1.423561 -1.024285 0.251903 0.3 1.8 0.0
N -0.773058 1.845129 0.602862 1.9 1.0 5.1
N -1.390768 3.158735 2.368258 0.0 1.6 -0.6
N -1.964841 2.453666 0.326043 -3.3 -0.5 -3.1
C 3.435688 -1.792638 1.382528 1.5 1.9 0.8
C 2.891496 -2.631595 2.372208 1.2 -1.4 -0.3
C 0.577234 -1.404351 -1.037404 -1.1 1.9 -0.1
C -2.241469 3.539319 1.175757 0.7 0.6 3.1
C 2.712999 -1.219537 0.364954 -2.9 -2.6 0.4
C -0.597554 -0.418662 -0.769611 -0.4 0.8 2.2
C 1.352961 -1.758420 0.214805 1.6 0.5 -0.6
C -0.506217 2.203906 1.963161 1.0 -2.7 -0.7
C 0.069286 0.972320 -0.146298 -0.1 -1.0 -1.5
C -0.788366 0.517207 -3.255392 -2.6 0.0 -0.4
C -1.442231 -0.224731 -2.029906 0.8 0.9 -1.0
C -1.146485 -0.957773 -3.332512 -3.7 1.2 0.7
C 0.859976 -2.735511 1.101820 1.8 0.4 -0.1
C 1.674313 -3.269622 2.156509 -1.3 1.3 -0.7
H -1.909671 4.485598 0.823544 0.6 1.1 -0.7
H 1.113827 -0.777421 -1.798586 0.4 -1.4 0.6
H -2.046167 2.780107 -0.619706 0.3 -0.3 -0.7
H 1.253958 -4.092283 2.761430 0.5 0.7 -0.1
H 0.604652 1.585458 -0.930398 -0.6 -0.9 0.4
H -1.763287 -0.250355 0.770473 0.1 -1.1 -0.4
H -2.136968 -1.363501 -3.660003 1.0 1.0 -0.6
H -1.487103 1.226872 -3.804139 1.2 -0.9 0.8
H 0.087643 -2.266475 -1.484164 0.4 -0.2 0.0
H 4.478030 -1.398749 1.476483 -0.9 -0.6 0.2
H 3.601814 -2.933476 3.180203 -0.9 0.2 -0.7
H -0.426762 -1.663718 -3.513985 2.0 -1.5 0.3
H -0.925203 3.950936 2.876171 -0.9 -1.4 -0.4
H -3.294498 3.733202 1.491560 0.5 -1.0 -0.4
H 0.827579 0.657696 0.600362 -0.5 0.1 -0.4
H -0.144552 -3.061535 0.906722 -0.2 -0.4 0.1
H 0.282255 0.767933 -3.286396 -0.6 -0.1 0.4
```
Positions in Å, forces in eV/Å.

What did the third record say?
The following is a quantum chemistry calculation of C14H17Cl2N3OS in the gas phase at a distorted geometry, from OMol25.

Its frontier orbital gap is 0.3032 hartree. The energy above the lowest of the compared OMol25 structures with the same formula, charge and spin comes out at 229.5 kJ/mol. Its SMILES is O[C@](Cc1ccccc1Cl)(CN1NCNC1=S)C1(Cl)CC1. The HOMO energy is -7.83 eV.

Geometry as XYZ:
```
38
Properties=species:S:1:pos:R:3:forces:R:3
Cl -3.327123 0.114953 -1.758908 2.7 -0.3 -0.4
Cl 3.382526 -0.096737 -0.758207 0.1 0.0 0.1
S 0.529644 1.348339 3.017859 -0.6 1.1 -1.2
O -1.423561 -1.024285 0.251903 0.3 1.8 0.0
N -0.773058 1.845129 0.602862 1.9 1.0 5.1
N -1.390768 3.158735 2.368258 0.0 1.6 -0.6
N -1.964841 2.453666 0.326043 -3.3 -0.5 -3.1
C 3.435688 -1.792638 1.382528 1.5 1.9 0.8
C 2.891496 -2.631595 2.372208 1.2 -1.4 -0.3
C 0.577234 -1.404351 -1.037404 -1.1 1.9 -0.1
C -2.241469 3.539319 1.175757 0.7 0.6 3.1
C 2.712999 -1.219537 0.364954 -2.9 -2.6 0.4
C -0.597554 -0.418662 -0.769611 -0.4 0.8 2.2
C 1.352961 -1.758420 0.214805 1.6 0.5 -0.6
C -0.506217 2.203906 1.963161 1.0 -2.7 -0.7
C 0.069286 0.972320 -0.146298 -0.1 -1.0 -1.5
C -0.788366 0.517207 -3.255392 -2.6 0.0 -0.4
C -1.442231 -0.224731 -2.029906 0.8 0.9 -1.0
C -1.146485 -0.957773 -3.332512 -3.7 1.2 0.7
C 0.859976 -2.735511 1.101820 1.8 0.4 -0.1
C 1.674313 -3.269622 2.156509 -1.3 1.3 -0.7
H -1.909671 4.485598 0.823544 0.6 1.1 -0.7
H 1.113827 -0.777421 -1.798586 0.4 -1.4 0.6
H -2.046167 2.780107 -0.619706 0.3 -0.3 -0.7
H 1.253958 -4.092283 2.761430 0.5 0.7 -0.1
H 0.604652 1.585458 -0.930398 -0.6 -0.9 0.4
H -1.763287 -0.250355 0.770473 0.1 -1.1 -0.4
H -2.136968 -1.363501 -3.660003 1.0 1.0 -0.6
H -1.487103 1.226872 -3.804139 1.2 -0.9 0.8
H 0.087643 -2.266475 -1.484164 0.4 -0.2 0.0
H 4.478030 -1.398749 1.476483 -0.9 -0.6 0.2
H 3.601814 -2.933476 3.180203 -0.9 0.2 -0.7
H -0.426762 -1.663718 -3.513985 2.0 -1.5 0.3
H -0.925203 3.950936 2.876171 -0.9 -1.4 -0.4
H -3.294498 3.733202 1.491560 0.5 -1.0 -0.4
H 0.827579 0.657696 0.600362 -0.5 0.1 -0.4
H -0.144552 -3.061535 0.906722 -0.2 -0.4 0.1
H 0.282255 0.767933 -3.286396 -0.6 -0.1 0.4
```
Positions in Å, forces in eV/Å.